{
  "formula": "C25H66As3N2SSi4TeTi",
  "method": "wB97M-V/def2-TZVPD",
  "e_lumo_ev": [-6.67, -7.53],
  "fmax_ha_per_bohr": 0.0395,
  "charge": 2,
  "spin_multiplicity": 2,
  "orbital_gap_ev": [6.0, 5.3],
  "total_energy_ha": -10482.13359,
  "species": ["Ti", "C", "As", "C", "C", "C", "C", "C", "As", "C", "C", "C", "As", "C", "C", "H", "H", "H", "H", "H", "H", "H", "H", "H", "H", "H", "H", "H", "H", "H", "H", "H", "H", "H", "H", "H", "H", "H", "H", "H", "H", "H", "C", "Si", "C", "C", "Si", "Te", "Si", "C", "C", "C", "Si", "C", "C", "C", "H", "H", "H", "H", "H", "H", "H", "H", "H", "H", "H", "H", "H", "H", "H", "H", "H", "H", "H", "H", "H", "H", "H", "H", "H", "H", "H", "C", "N", "C", "C", "S", "N", "C", "C", "H", "H", "H", "H", "H", "H", "H", "H", "H", "H", "H", "H"],
  "xyz": [[-0.10695, 0.20958, -0.21210], [3.24782, -0.87947, 0.93773], [1.72956, -1.50586, -0.10498], [2.69162, -2.07244, -1.69929], [1.35318, -3.15938, 0.87457], [0.07496, -3.95651, 0.53519], [0.17669, -5.26164, 1.33542], [-1.22258, -3.24063, 0.96889], [-1.81599, -1.58289, 0.07025], [-2.68453, -2.23351, -1.55009], [-3.44699, -1.35289, 1.10270], [0.05224, -4.22987, -0.97757], [-1.23248, -5.42873, -1.96205], [-0.22689, -7.09575, -1.77680], [-2.67882, -5.96555, -0.73601], [3.00624, -0.82548, 1.99513], [3.54849, 0.10952, 0.59519], [4.07768, -1.56721, 0.78095], [3.38488, -2.87616, -1.45272], [3.27146, -1.22798, -2.07163], [2.02640, -2.41341, -2.48863], [1.37492, -2.91668, 1.93858], [2.21842, -3.79435, 0.66814], [0.29788, -5.05424, 2.40160], [1.03547, -5.84572, 1.00064], [-0.71678, -5.86725, 1.21379], [-1.19067, -3.03678, 2.04136], [-2.05733, -3.92088, 0.79168], [-3.13606, -3.20680, -1.37061], [-2.00195, -2.32445, -2.39231], [-3.48036, -1.53954, -1.81810], [-3.97428, -2.30617, 1.08309], [-4.06707, -0.60769, 0.60684], [-3.27026, -1.05074, 2.13134], [1.02383, -4.63158, -1.28155], [-0.04241, -3.26518, -1.49046], [0.74974, -7.02184, -2.25254], [-0.78682, -7.88124, -2.28388], [-0.10093, -7.38426, -0.73386], [-3.42269, -5.18996, -0.56018], [-2.33864, -6.36850, 0.21446], [-3.18032, -6.77166, -1.27386], [1.65838, 2.83675, 5.15546], [-0.06756, 2.28640, 5.59889], [-0.43118, 2.26251, 7.42124], [-1.37703, 3.07922, 4.52861], [-0.07857, -0.11807, 4.80141], [-0.17438, -0.15478, 2.34242], [-2.09400, -1.01972, 5.73808], [-2.34891, -2.71491, 4.97030], [-3.51113, 0.11689, 5.26680], [-1.91262, -1.21294, 7.58574], [1.92489, -1.03171, 5.71517], [3.45076, -0.26414, 4.91879], [1.86962, -2.87042, 5.31606], [1.97367, -0.80983, 7.57024], [1.78154, 3.91465, 5.29141], [1.86241, 2.60394, 4.10771], [2.40809, 2.33308, 5.76812], [-0.24400, 3.24725, 7.85786], [0.20167, 1.54136, 7.94206], [-1.47273, 2.00349, 7.61965], [-1.34776, 4.17049, 4.59303], [-2.37858, 2.75230, 4.81238], [-1.20640, 2.79564, 3.48661], [-2.55324, -2.63682, 3.89888], [-3.18725, -3.24285, 5.43151], [-1.45662, -3.33341, 5.10057], [-3.31992, 0.58625, 4.29722], [-3.63785, 0.91446, 6.00284], [-4.45711, -0.42552, 5.20575], [-1.21000, -2.01242, 7.83166], [-2.87640, -1.47402, 8.02965], [-1.55892, -0.30033, 8.06911], [3.17884, 0.38170, 4.08012], [4.13391, -1.03371, 4.55348], [4.00357, 0.34605, 5.63552], [1.58677, -3.03248, 4.27186], [1.13507, -3.38168, 5.94392], [2.83810, -3.34747, 5.48328], [2.18892, 0.22314, 7.85290], [2.76271, -1.43770, 7.99087], [1.03154, -1.09734, 8.04232], [0.39279, 2.05716, -2.31640], [-0.76246, 1.34759, -1.72369], [-1.68276, 0.85666, -2.77000], [-1.35159, 1.74860, -0.44952], [-0.08051, 2.39159, 0.64561], [-2.67906, 2.13253, -0.40700], [-3.21509, 2.19995, 0.94965], [-3.03034, 3.32443, -1.18803], [0.07370, 2.88826, -2.94891], [0.96835, 1.36936, -2.93761], [1.04515, 2.46393, -1.55357], [-1.21126, 0.04887, -3.32782], [-1.92329, 1.64720, -3.48058], [-2.60791, 0.51035, -2.32371], [-2.84940, 1.35605, 1.53073], [-4.30345, 2.16237, 0.90795], [-2.91800, 3.12486, 1.45666], [-2.48958, 3.33955, -2.13113], [-2.79840, 4.24385, -0.63963], [-4.09755, 3.29922, -1.40142]],
  "mulliken_charge": [-1.18, -0.95, 0.84, -1.41, -0.06, 2.30, -1.74, -0.82, 1.49, -1.60, -1.11, -1.62, 0.44, -1.16, -1.17, -0.13, 0.50, 0.47, 0.47, 0.48, 0.36, -1.19, 0.83, 0.30, 0.50, 0.23, -0.07, 0.34, 0.37, 0.41, 0.57, 0.55, 0.44, -0.13, 0.71, -0.40, 0.34, 0.44, 0.34, 0.32, 0.32, 0.47, -0.90, 0.15, -1.01, -0.62, -0.12, -0.06, 0.58, -0.77, -0.86, -1.15, 0.92, -1.26, -0.50, -1.15, 0.46, 0.22, 0.24, 0.45, 0.29, 0.29, 0.54, 0.28, -0.14, 0.03, 0.49, 0.23, -0.02, 0.41, 0.44, 0.33, 0.40, 0.31, 0.27, 0.48, 0.45, -0.36, 0.34, 0.48, 0.31, 0.42, 0.28, -1.11, 0.92, -1.30, 0.27, -0.41, 0.23, -0.99, -0.91, 0.30, 0.38, 0.41, 0.28, 0.41, 0.39, 0.09, 0.33, 0.42, 0.32, 0.33, 0.34]
}



{
  "formula": "C5H9Br2Cl",
  "method": "wB97M-V/def2-TZVPD",
  "e_lumo_ev": [0.06, -0.93],
  "fmax_ha_per_bohr": 0.0597,
  "orbital_gap_ev": [8.5, 7.1],
  "de_lowest_ev": 2.889,
  "total_energy_ha": -5803.99796,
  "species": ["C", "C", "C", "C", "C", "Cl", "Br", "Br", "H", "H", "H", "H", "H", "H", "H", "H", "H"],
  "xyz": [[0.35647, -0.00972, -2.09491], [1.02684, -1.69837, -0.17572], [-0.77063, 1.02368, 1.95357], [-1.42392, 1.02576, 0.72317], [0.84389, -0.27644, -0.69864], [-1.83507, 1.97045, 3.24269], [-2.48810, -0.46825, 0.21243], [2.07487, 1.06013, -0.03525], [0.18067, 1.00372, -2.17696], [1.20891, -0.24887, -2.74497], [-0.57074, -0.60115, -2.20396], [1.33849, -1.68469, 0.79680], [1.76399, -2.12050, -0.84098], [0.22156, -2.45026, -0.29204], [-0.68446, 0.02002, 2.46697], [0.06140, 1.72453, 1.95121], [-1.30416, 1.72999, -0.08340]],
  "mulliken_charge": [-1.17, -1.34, -0.32, -0.31, 0.49, -0.24, -0.12, -0.13, 0.39, 0.41, 0.26, 0.43, 0.39, 0.29, 0.31, 0.23, 0.43]
}



{
  "formula": "C21H25N3O4",
  "method": "wB97M-V/def2-TZVPD",
  "e_lumo_ev": 0.60,
  "fmax_ha_per_bohr": 0.0672,
  "orbital_gap_ev": 9.4,
  "de_lowest_ev": 1.277,
  "total_energy_ha": -1280.51283,
  "smiles": "CNC(=O)[C@@H](Cc1ccc(O)cc1)NC(=O)[C@@H](Cc1ccccc1)NC(C)=O",
  "species": ["C", "N", "C", "O", "C", "C", "C", "C", "C", "C", "O", "C", "C", "N", "C", "O", "C", "C", "C", "C", "C", "C", "C", "C", "N", "C", "C", "O", "H", "H", "H", "H", "H", "H", "H", "H", "H", "H", "H", "H", "H", "H", "H", "H", "H", "H", "H", "H", "H", "H", "H", "H", "H"],
  "xyz": [[0.93537, 4.04764, 0.79004], [1.10087, 2.70853, 1.35747], [0.14968, 1.76190, 1.24060], [-0.91242, 1.98674, 0.65854], [0.44290, 0.33423, 1.77757], [-0.36951, 0.04332, 3.07052], [-0.23828, 1.11530, 4.17607], [0.95926, 1.21111, 4.91563], [1.12663, 2.24369, 5.82496], [0.08388, 3.17066, 6.10633], [0.27424, 4.19798, 6.96524], [-1.10627, 3.08276, 5.35068], [-1.27706, 2.03928, 4.39082], [0.07031, -0.66543, 0.76335], [0.68932, -0.82153, -0.40431], [1.78739, -0.25169, -0.60513], [0.00082, -1.68232, -1.47098], [-1.03129, -0.91531, -2.33927], [-0.38350, 0.14246, -3.19427], [-0.06634, 1.41354, -2.66551], [0.48338, 2.40507, -3.45952], [0.67772, 2.24017, -4.83621], [0.36626, 0.97520, -5.39287], [-0.17615, -0.06062, -4.58925], [1.00538, -2.27266, -2.34034], [1.67491, -3.40669, -2.07979], [2.84943, -3.74822, -2.97442], [1.39287, -4.17358, -1.13327], [0.69424, 3.95905, -0.27024], [1.89131, 4.59914, 0.91582], [0.17579, 4.58820, 1.33247], [1.92604, 2.49454, 1.84462], [1.53092, 0.20604, 1.93772], [-0.08637, -0.91998, 3.45114], [-1.42768, -0.10356, 2.77994], [1.81076, 0.57971, 4.69100], [2.07724, 2.41288, 6.31339], [-0.53098, 4.67847, 7.04315], [-1.86790, 3.82919, 5.52344], [-2.16962, 1.97360, 3.81905], [-0.87933, -0.97822, 0.87517], [-0.45194, -2.48633, -0.90453], [-1.57969, -1.60393, -2.99036], [-1.75410, -0.45232, -1.66818], [-0.12591, 1.58484, -1.61464], [0.75120, 3.33760, -3.01950], [1.12616, 3.03718, -5.43352], [0.56010, 0.74413, -6.41779], [-0.40756, -1.00746, -5.01160], [1.31441, -1.69013, -3.10982], [2.94270, -4.82921, -2.93885], [3.75404, -3.19354, -2.61594], [2.61515, -3.49180, -3.99111]],
  "mulliken_charge": [-0.78, -0.07, 0.25, -0.73, 0.27, -1.55, 0.28, -0.38, -0.71, 0.75, -0.53, -0.60, -0.48, -0.12, 0.09, -0.70, -0.28, -1.14, 0.30, 0.16, -0.63, -0.61, -0.52, -0.56, 0.01, 0.83, -1.11, -0.68, 0.13, 0.33, 0.29, 0.25, 0.41, 0.56, 0.55, 0.40, 0.39, 0.28, 0.26, 0.43, 0.38, 0.57, 0.49, 0.44, 0.34, 0.36, 0.38, 0.38, 0.46, 0.22, 0.34, 0.23, 0.34]
}